Here is a molecular structure, C12H17BrN2O5STc from OMol25. Energies are from ωB97M-V/def2-TZVPD.

Each line ends with the Löwdin spin population.
Geometry (Å):
O1 -3.610 1.415 -2.243  0.00
H1 0.949 1.236 1.122  0.00
Tc1 -1.086 0.589 -0.503  0.42
C1 3.127 -1.317 1.685  0.14
H2 -1.618 -2.377 1.862  0.00
H3 2.885 2.533 1.897  0.00
N1 1.698 -0.906 -3.843  0.00
C2 -2.664 1.475 -1.431  -0.01
C3 1.422 -0.181 -2.782  0.01
H4 -2.493 -1.784 3.289  0.00
C4 0.826 -1.512 0.763  -0.01
C5 -3.173 -0.946 1.414  0.00
H5 4.991 1.404 2.497  0.00
Br1 5.825 -1.449 2.631  0.00
H6 2.609 -1.319 -4.001  0.00
O2 0.724 -2.688 0.989  0.07
C6 2.962 1.460 1.819  0.08
C7 1.963 -0.670 1.290  0.09
C8 4.214 -0.563 2.111  0.00
H7 -3.250 -2.933 2.201  0.00
C9 -4.253 2.636 -2.720  0.00
O3 -0.013 -0.842 0.006  0.00
H8 -4.453 3.307 -1.886  0.00
O4 -2.304 0.209 1.353  0.01
H9 3.167 -2.394 1.650  0.00
C10 -2.590 -2.072 2.245  0.00
C11 4.143 0.826 2.170  0.07
H10 -5.180 2.320 -3.188  0.00
H11 -4.131 -0.613 1.825  0.00
H12 -2.025 0.422 2.257  0.00
H13 -3.314 -1.256 0.377  0.00
N2 2.298 0.008 -1.810  0.02
H14 0.992 -1.056 -4.552  0.00
H15 3.226 -0.386 -1.852  0.00
H16 2.075 0.608 -1.026  0.00
C12 1.878 0.721 1.375  -0.01
S1 -0.123 0.616 -2.725  0.12
O5 -2.092 2.362 -0.812  -0.01
H17 -3.601 3.113 -3.453  0.00

Force components x, y, z for each atom (eV/Å):
-0.210 -0.322 -0.140
0.065 -0.015 0.054
-1.013 1.312 -0.429
0.830 -0.303 0.417
0.038 -0.067 -0.009
0.016 0.230 0.038
0.067 -0.114 -0.180
0.880 -1.965 -0.591
0.076 0.280 0.333
0.001 0.042 0.120
0.871 -0.382 0.447
-0.737 -0.752 0.054
0.210 0.058 0.147
-0.640 0.329 -0.218
-0.150 0.084 0.059
-0.034 0.460 0.004
-0.677 0.194 -0.295
-0.991 0.700 -0.431
0.666 -0.017 0.234
-0.097 -0.035 0.003
-0.449 0.837 -0.249
-0.512 -0.507 -0.728
0.081 -0.156 -0.051
0.874 0.735 -0.361
0.101 -0.225 -0.011
0.141 0.255 -0.219
0.542 -0.865 0.094
0.193 -0.057 0.117
0.130 -0.012 -0.166
0.088 0.131 -0.222
-0.060 0.038 0.064
0.171 -0.172 -0.051
0.111 0.057 0.145
-0.017 0.000 0.030
0.039 -0.080 -0.244
-0.305 -0.287 0.040
-0.754 -0.103 0.932
0.507 0.871 1.076
-0.052 -0.175 0.183

Calculated values
- Lowest unoccupied orbital energy (alpha / beta): -9.02 / -11.29 eV
- Energy relative to the best compared isomer or geometry (same formula, charge and spin): 74.8 kcal per mole
- Molar mass: 479.25 g/mol
- Multiplicity: 2
- Total charge: +2
- Largest force on an atom: 2.23 eV Å⁻¹

Here is a single C19H23ClN6O2 molecule from OMol25. Energies are from ωB97M-V/def2-TZVPD.

Each line ends with the Mulliken charge.
Geometry (Å):
H1 0.241 -3.613 -2.948  0.40
H2 4.322 4.222 -0.646  0.32
N1 -0.533 -0.398 0.635  0.33
C1 2.138 -2.954 0.322  1.02
C2 0.780 -3.428 -2.031  -0.90
H3 1.065 -1.007 1.807  0.45
C3 1.156 2.835 0.198  -0.50
C4 4.142 3.156 -0.771  -0.89
H4 3.478 3.017 -1.635  0.33
H5 -4.715 -3.033 1.131  0.37
H6 3.371 0.877 1.532  0.32
C5 2.422 3.276 0.947  -1.16
N2 -1.274 1.599 -0.059  -0.82
H7 -0.725 -2.135 -1.241  0.37
C6 -4.594 0.100 0.123  0.68
C7 -2.327 0.774 0.108  1.15
H8 5.093 2.671 -0.988  0.32
N3 -3.637 1.068 -0.101  -0.03
H9 2.288 0.997 -1.332  0.20
O1 -2.560 -2.651 1.224  -0.71
C8 0.906 -2.337 0.119  0.28
Cl1 3.024 -2.677 1.788  -0.21
H10 -5.096 2.367 -0.746  0.40
N4 1.046 1.390 0.311  0.33
H11 -0.363 -2.073 1.795  0.39
C9 0.290 -1.449 1.174  -1.78
H12 2.101 -0.353 -0.208  -0.54
H13 1.203 3.141 -0.855  0.23
H14 -3.470 2.649 -1.442  0.33
O2 -5.774 0.316 -0.056  -0.68
C10 2.008 -4.028 -1.812  -0.42
H15 -5.881 -1.748 1.565  0.33
C11 2.690 -3.792 -0.632  -0.66
C12 3.455 1.189 0.487  -1.15
H16 4.340 0.718 0.056  0.41
H17 2.544 4.357 0.863  0.44
C13 -2.827 -1.533 0.813  0.53
N5 3.630 2.628 0.475  0.08
C14 -5.196 -2.115 0.801  -1.18
H18 2.436 -4.683 -2.555  0.38
H19 3.646 -4.256 -0.446  0.43
N6 -4.149 -1.136 0.563  -0.04
C15 -4.027 2.388 -0.543  -1.10
C16 0.238 -2.593 -1.072  -0.11
C17 -1.917 -0.477 0.531  -0.33
H20 0.269 3.284 0.643  0.52
H21 2.309 3.020 2.005  0.34
H22 -3.807 3.121 0.234  0.32
C18 -0.206 0.868 0.256  0.25
C19 2.201 0.727 -0.269  0.62
H23 -5.758 -2.286 -0.117  0.33

Force components x, y, z for each atom (eV/Å):
-0.053 -0.018 -0.083
0.028 0.051 -0.074
-0.140 0.265 -0.236
-0.223 -0.035 -0.205
-0.042 0.014 -0.028
-0.133 -0.019 -0.079
0.148 0.334 0.309
-0.032 -0.027 0.024
0.016 0.022 -0.059
-0.085 0.104 -0.038
-0.020 -0.124 -0.041
-0.205 0.010 -0.087
-0.227 0.277 -0.233
-0.110 0.073 -0.021
0.039 0.165 -0.070
0.708 -1.099 0.436
0.042 0.019 -0.080
0.013 0.024 -0.012
-0.053 -0.072 0.032
0.127 -0.130 0.009
0.087 -0.081 0.090
0.129 0.021 0.150
0.142 0.031 0.014
0.180 0.051 0.132
0.162 0.174 -0.002
0.288 -0.245 0.297
0.036 0.054 -0.027
-0.073 -0.016 0.010
-0.034 0.039 0.015
-0.294 -0.019 -0.003
0.027 0.004 0.026
0.001 -0.037 -0.052
0.036 -0.012 0.008
-0.099 -0.167 -0.113
0.008 -0.028 0.023
-0.016 0.018 0.032
0.257 0.210 -0.050
0.120 0.025 0.081
-0.197 -0.230 0.049
0.049 -0.059 -0.065
0.089 -0.024 0.039
-0.130 -0.197 0.065
-0.147 0.256 -0.100
0.063 -0.023 0.045
-0.474 0.602 -0.250
0.090 0.050 -0.066
-0.101 0.071 -0.003
-0.024 0.028 -0.045
-0.358 -0.215 0.115
0.390 -0.118 0.052
-0.006 0.002 0.067

Calculated values
- Lowest unoccupied orbital energy: 0.63 eV
- Structure (SMILES): CN1CCN(c2nc3c(c(=O)n(C)c(=O)n3C)n2Cc2ccccc2Cl)CC1
- Energy relative to the best compared isomer or geometry (same formula, charge and spin): 3.2 kcal per mole
- Molar mass: 402.89 g/mol
- Largest force on an atom: 1.38 eV Å⁻¹

Here is a molecular structure, C40H46MgP2Si from OMol25. Energies are from ωB97M-V/def2-TZVPD.

Each line ends with the Mulliken charge.
Geometry (Å):
H1 2.356 -0.357 8.090  0.28
C1 -2.104 -1.681 0.670  -0.15
H2 -2.437 -3.331 -6.931  0.38
H3 0.436 2.578 -3.216  0.36
H4 3.014 1.169 1.711  0.28
C2 1.325 2.824 -2.640  0.08
H5 1.877 -3.205 7.092  0.29
H6 -1.595 4.714 4.255  0.30
C3 -1.129 -2.573 -1.378  -0.01
C4 -2.168 3.816 3.890  -0.25
C5 1.135 -1.008 3.139  0.67
H7 -4.245 -0.268 2.805  0.47
C6 -1.686 -3.692 -6.248  -0.63
H8 1.104 -4.901 -3.843  0.35
C7 -0.569 -0.247 6.693  -0.74
C8 -2.932 2.472 1.787  0.02
C9 -2.760 0.625 4.165  -0.19
H9 -2.249 1.696 1.369  -0.05
C10 -3.716 0.615 3.203  -0.78
H10 0.610 4.783 -2.144  0.39
Si1 0.966 -1.177 6.267  0.20
H11 -2.033 -2.126 -4.804  0.36
C11 1.051 -1.110 4.391  -0.76
H12 -2.121 -0.224 4.367  0.32
H13 -1.172 -5.376 -7.514  0.38
H14 -3.457 2.851 0.883  0.40
H15 2.250 0.869 6.862  0.36
C12 -1.441 -3.004 -5.052  0.07
C13 2.793 0.203 -7.485  -0.65
H16 -4.559 2.649 3.210  0.30
C14 3.497 1.383 -7.762  -0.39
C15 -0.424 -3.415 -4.190  0.37
H17 2.497 -0.468 -8.295  0.37
C16 2.466 -0.111 -6.162  -0.37
H18 4.376 3.184 -6.948  0.37
H19 0.239 0.894 -4.501  0.84
H20 2.596 5.406 -0.760  0.39
H21 -4.823 1.616 1.806  0.48
H22 -0.990 -0.401 7.702  0.29
H23 4.216 0.095 0.713  0.32
H24 4.370 1.579 -1.733  0.37
C17 2.364 1.903 -2.519  0.50
C18 -4.107 1.881 2.578  -0.97
C19 -0.318 -0.796 -3.231  -0.68
H25 -4.171 3.215 4.712  0.42
H26 1.061 -2.384 8.418  0.30
H27 4.509 3.814 -0.645  0.40
C20 -2.736 1.707 5.241  0.27
C21 -1.115 -1.643 -0.310  -0.47
C22 3.283 0.163 1.276  -1.07
H28 -1.730 1.636 5.690  -0.16
C23 -0.002 -5.288 -5.694  -0.49
H29 -1.344 -0.569 5.971  0.10
H30 -3.931 -2.637 1.335  0.37
Mg1 1.340 -0.897 0.989  0.49
H31 3.239 -0.590 6.556  0.29
C24 -0.976 -4.834 -6.587  -0.46
C25 -2.068 3.395 2.613  -0.65
C26 -3.136 -3.556 -0.472  -0.56
H32 -2.072 -0.988 1.519  0.27
C27 2.536 4.437 -1.267  -0.51
H33 0.113 -3.333 7.328  0.37
P1 2.339 0.265 -3.344  0.03
H34 3.915 2.556 -4.602  0.32
C28 -2.127 -3.547 -1.450  -0.45
C29 -3.140 -2.628 0.577  -0.68
H35 -2.120 -4.277 -2.260  0.43
H36 -3.515 1.422 5.997  0.39
C30 -3.084 3.173 4.927  -0.99
H37 3.145 -0.707 2.015  0.25
H38 -0.329 -0.844 -0.284  0.62
C31 0.542 0.151 -3.721  -0.90
H39 -1.407 -0.614 -3.163  0.74
C32 2.832 0.749 -5.101  0.31
C33 0.298 -4.583 -4.518  -0.58
H40 1.925 -1.036 -5.956  0.38
H41 -1.197 3.700 2.029  0.38
H42 -0.224 0.802 6.631  0.20
H43 -3.021 3.549 5.955  0.47
C34 1.423 4.076 -2.025  -0.70
H44 -3.932 -4.293 -0.543  0.39
P2 0.208 -2.414 -2.663  -0.07
C35 3.860 2.248 -6.725  -0.62
C36 3.608 3.531 -1.192  -0.64
H45 3.771 1.620 -8.788  0.36
H46 0.545 -6.194 -5.925  0.36
C37 0.964 -2.668 7.361  -1.10
C38 2.323 -0.204 7.008  -1.07
C39 3.527 2.275 -1.801  -0.48
C40 3.565 1.908 -5.401  -0.21

Force components x, y, z for each atom (eV/Å):
0.057 -0.156 -0.083
-0.133 -0.083 0.181
-0.213 0.147 -0.011
0.184 0.149 0.167
0.446 -1.249 -0.343
0.256 0.339 0.301
-0.073 -0.483 0.257
-0.090 -1.385 -0.543
0.271 -0.017 -0.260
-0.469 0.346 0.042
-1.062 -0.684 2.459
1.227 0.045 -0.149
-0.043 0.153 0.239
-0.355 -0.002 -0.436
-0.579 -0.041 0.174
-0.155 -0.536 0.275
-1.791 -0.051 -0.218
-0.587 0.099 0.356
0.959 -0.744 1.543
-0.030 -0.034 0.052
-0.889 0.846 0.031
0.086 -0.110 -0.165
0.342 -0.376 -1.940
-0.512 -0.375 0.130
0.041 0.220 0.298
1.018 0.942 0.481
0.089 0.126 -0.355
0.074 -0.026 -0.135
0.193 0.299 0.308
0.019 -0.338 -0.474
-0.168 -0.091 0.204
0.564 -0.104 0.697
0.139 0.209 0.285
0.149 0.360 0.103
-0.067 -0.342 0.102
-0.397 -0.275 1.201
-0.065 -0.395 -0.284
-0.569 0.141 0.037
0.409 -0.061 -0.310
-0.299 0.185 0.158
-0.365 0.216 0.045
0.455 0.395 0.096
-0.987 0.157 -1.298
0.636 1.974 -0.414
0.797 0.316 0.117
0.054 0.344 -0.390
-0.235 -0.160 -0.116
0.675 -0.287 -0.419
-0.011 -0.473 -0.152
-1.611 -1.218 0.162
-0.746 0.425 0.068
0.162 0.089 0.248
0.333 0.761 0.496
0.366 -0.048 -0.361
1.191 0.821 1.166
0.324 0.325 0.243
0.348 -0.049 0.623
0.429 0.611 -0.327
0.115 0.206 0.069
-0.064 -0.213 -0.355
0.357 -0.585 -0.301
-0.193 -0.280 -0.366
0.264 -0.307 -0.929
-0.212 -0.028 -0.066
-0.082 0.493 0.660
0.390 0.040 -0.209
-0.066 0.241 0.218
0.880 -0.204 -0.378
-0.582 -0.525 0.510
1.128 1.708 -0.445
-0.869 -0.381 -0.402
-0.824 -0.815 -0.374
0.484 -0.054 -0.818
0.112 -0.159 -0.066
-0.258 0.362 -0.019
0.050 0.204 0.018
-0.229 0.680 0.193
-0.775 -0.307 -0.303
0.334 0.980 -0.447
-0.100 0.030 0.125
0.113 0.102 0.060
-0.375 -0.855 -0.244
-0.058 -0.456 -0.065
-0.206 0.048 0.014
-0.125 0.011 0.173
0.054 0.045 0.038
0.622 -0.919 -0.230
0.947 0.155 0.106
-0.439 0.067 -0.185
-0.183 -0.128 -0.140

Calculated values
- Lowest unoccupied orbital energy: -0.25 eV
- Energy relative to the best compared isomer or geometry (same formula, charge and spin): 76.1 kcal per mole
- Molar mass: 641.15 g/mol
- Largest force on an atom: 2.76 eV Å⁻¹

Here is a molecular structure, C9H20ClMnN from OMol25. Energies are from ωB97M-V/def2-TZVPD.

Each line ends with the Löwdin spin population.
Geometry (Å):
Mn1 -15.801 39.053 4.007  4.76
Cl1 -13.184 38.663 1.911  0.24
H1 -11.778 45.054 2.425  0.00
H2 -8.789 44.523 -1.549  0.00
H3 -6.912 42.535 -1.454  0.00
C1 -8.569 41.126 -1.067  0.00
H4 -12.230 43.256 -0.797  0.00
H5 -10.182 43.586 1.030  0.00
H6 -12.502 43.667 1.674  0.00
H7 -11.066 43.261 -3.538  0.00
H8 -8.121 40.492 -0.302  0.00
C2 -11.286 43.797 -0.864  0.00
H9 -7.798 42.832 -0.103  0.00
H10 -11.398 44.670 -1.506  0.00
C3 -7.958 42.596 -1.155  0.00
N1 -10.318 42.834 -1.569  0.00
H11 -9.973 41.789 0.292  0.00
H12 -8.320 40.677 -2.029  0.00
C4 -8.948 43.498 -1.882  0.00
H13 -10.207 45.237 0.384  0.00
H14 -11.976 42.036 -2.593  0.00
H15 -13.260 45.429 -0.186  0.00
C5 -13.009 45.672 0.846  0.00
H16 -12.730 46.700 1.078  0.00
H17 -10.674 40.655 -0.857  0.00
H18 -10.397 41.636 -3.294  0.00
C6 -12.056 44.638 1.457  0.00
H19 -8.784 43.547 -2.958  0.00
H20 -13.943 45.542 1.392  0.00
C7 -10.989 42.429 -2.838  0.00
C8 -10.806 44.343 0.554  0.00
C9 -10.021 41.523 -0.764  0.00

Force components x, y, z for each atom (eV/Å):
1.744 -0.365 -1.380
-1.824 0.333 1.452
0.505 -0.240 0.002
-0.951 -0.035 0.366
-0.259 0.376 -0.945
0.415 2.310 -1.306
0.028 0.060 0.107
0.058 0.165 0.118
-0.427 0.043 -0.174
0.000 0.056 0.247
-0.140 0.321 0.133
0.921 0.318 1.347
-0.543 0.845 0.124
-0.092 -0.323 -0.301
0.935 -2.047 1.482
-0.280 0.047 0.222
-0.451 0.180 -0.130
-0.793 -0.400 -0.091
0.962 -0.937 0.493
-0.002 -0.006 0.126
0.078 0.087 -0.082
0.189 0.590 -0.129
-0.832 -1.104 0.833
0.352 -0.090 -0.674
-0.765 0.745 -0.645
-0.021 0.070 -0.043
1.094 0.417 -0.645
-0.283 -0.481 -0.005
-0.263 0.122 -0.056
0.131 -0.426 -0.311
-0.911 -0.553 -0.658
1.424 -0.077 0.523

Calculated values
- Lowest unoccupied orbital energy (alpha / beta): -11.17 / -10.61 eV
- Molar mass: 232.66 g/mol
- Multiplicity: 6
- Total charge: +2
- Largest force on an atom: 2.70 eV Å⁻¹

Here is a single C5H9N3 molecule from OMol25. Energies are from ωB97M-V/def2-TZVPD.

Each line ends with the Mulliken charge.
Geometry (Å):
H1 2.463 -1.718 -2.459  0.25
N1 -1.419 1.144 -0.247  -0.80
C1 -1.577 -0.848 1.984  -0.88
C2 -1.847 1.919 0.729  -0.42
C3 0.508 -0.053 -0.944  -0.07
C4 -0.592 -0.605 1.147  0.01
H2 -2.616 2.591 0.362  0.28
H3 0.330 -1.116 1.427  0.25
N2 1.511 -0.794 -0.785  -0.40
H4 0.262 0.437 -1.876  0.35
H5 3.547 -0.581 -1.472  0.25
H6 -2.502 -0.437 2.126  0.46
N3 -0.454 0.209 0.069  0.60
C5 2.511 -0.785 -1.891  -0.70
H7 -1.355 2.098 1.658  0.35
H8 -1.149 -1.598 2.700  0.19
H9 2.379 0.136 -2.527  0.29

Force components x, y, z for each atom (eV/Å):
0.207 0.256 0.066
-1.246 1.404 1.683
2.589 -2.144 1.386
0.859 -1.085 -3.713
-0.651 -0.029 0.510
1.522 -0.559 0.897
-0.017 0.059 0.402
-0.064 0.041 -0.803
0.854 0.071 -0.246
-0.064 0.540 -0.158
-1.218 -0.844 -0.231
-2.132 0.952 0.039
0.721 0.603 -1.163
0.227 1.565 0.702
0.071 -0.532 0.844
-1.407 0.754 -0.267
-0.250 -1.050 0.054

Calculated values
- Lowest unoccupied orbital energy: 0.73 eV
- Structure (SMILES): C=CN(/C=N/C)N=C
- Energy relative to the best compared isomer or geometry (same formula, charge and spin): 84.1 kcal per mole
- Molar mass: 111.15 g/mol
- Largest force on an atom: 3.96 eV Å⁻¹